1.
A gas-phase ion, C14H22N (charge +1) in a non-equilibrium geometry, computed with ωB97M-V with the def2-TZVPD basis set.

```
! RIJCOSX wB97M-V def2-TZVPD def2/J DEFGRID3
* xyz 1 1
C -0.145 -2.268 0.051
N 0.527 -1.232 -0.170
C -0.472 0.216 0.108
C -0.452 0.770 1.455
C 0.454 0.279 2.503
C -1.480 1.707 1.700
C -2.428 2.004 0.766
C -3.440 3.163 1.046
C -2.475 1.283 -0.446
C -1.483 0.378 -0.776
C -1.571 -0.429 -2.037
C 1.909 -1.095 -0.654
C 1.984 0.099 -1.460
C 2.715 -0.861 0.644
C 2.550 -2.242 -1.468
H 0.249 -3.281 -0.266
H -1.104 -2.109 0.357
H 1.442 0.499 2.108
H 0.474 0.663 3.500
H 0.371 -0.728 2.686
H -1.569 2.110 2.629
H -3.406 3.610 0.011
H -4.476 2.717 1.214
H -3.049 3.706 1.896
H -3.210 1.557 -1.340
H -2.442 -0.052 -2.606
H -0.611 -0.252 -2.551
H -1.748 -1.503 -1.722
H 1.492 -0.056 -2.363
H 1.362 0.839 -1.018
H 2.964 0.461 -1.898
H 2.627 0.088 1.027
H 3.745 -0.966 0.389
H 2.311 -1.490 1.509
H 3.460 -1.856 -1.734
H 2.851 -3.070 -0.777
H 2.074 -2.661 -2.310
*
```

Results
**Relative energy (zero: lowest compared OMol25 entry of this formula, charge and spin)**: 90.27 kcal per mole
**SMILES**: C=[N+](c1c(C)cc(C)cc1C)C(C)(C)C
**Highest occupied orbital energy**: -12.512 eV

***

2.
4 unconnected molecules or ions with the total composition C38H55F26IN5O8P in a non-equilibrium geometry, computed with ωB97M-V with the def2-TZVPD basis set.

```
! RIJCOSX wB97M-V def2-TZVPD def2/J DEFGRID3
* xyz 0 1
C -1.344 1.065 -1.893
C -0.225 0.826 -1.488
C 1.097 0.541 -1.015
C 2.073 1.707 -1.292
C 1.671 2.629 -2.417
O 0.845 3.636 -1.828
C 0.259 4.471 -2.718
O 0.285 5.655 -2.508
C -0.454 3.933 -3.906
C 0.468 3.779 -5.137
O 1.590 -0.716 -1.447
C 1.776 -0.717 -2.849
C 3.273 -0.713 -3.145
C 4.051 -1.901 -2.630
O 4.544 -1.887 -1.557
I 4.362 -3.668 -3.837
C 0.980 -1.734 -3.701
F -0.102 -1.122 -4.153
F 1.728 -1.966 -4.769
C 0.613 -3.131 -3.135
F 1.434 -3.511 -2.197
F 0.812 -3.989 -4.146
C -0.841 -3.364 -2.745
F -1.648 -3.307 -3.764
F -1.182 -2.347 -1.963
C -1.114 -4.637 -1.916
F -2.403 -4.557 -1.614
F -0.498 -4.601 -0.767
C -0.925 -5.996 -2.654
F -1.940 -6.781 -2.351
F -0.985 -5.845 -3.956
C 0.350 -6.803 -2.349
F 0.312 -7.854 -3.166
F 1.428 -6.148 -2.677
C 0.525 -7.368 -0.917
F -0.559 -7.312 -0.170
F 1.452 -6.647 -0.312
C 1.055 -8.821 -0.882
F 2.161 -8.948 -1.543
F 0.157 -9.680 -1.248
F 1.333 -9.075 0.384
C 0.998 0.516 0.555
N 2.203 -0.135 1.055
C 2.520 0.225 2.446
C 3.114 -0.901 3.261
C 4.196 -1.667 2.570
F 3.631 -2.674 1.916
F 4.947 -0.925 1.769
C 5.143 -2.313 3.603
F 4.481 -2.566 4.718
F 6.126 -1.487 3.929
C 5.772 -3.635 3.120
F 6.119 -3.588 1.852
F 4.907 -4.610 3.302
C 7.031 -4.035 3.922
F 6.891 -3.774 5.195
F 7.228 -5.320 3.800
F 8.087 -3.430 3.457
P -0.502 -0.467 1.175
N 0.121 -1.701 2.173
O -1.289 0.608 2.177
H -2.359 1.314 -1.931
H 3.093 1.379 -1.387
H 2.047 2.342 -0.428
H 1.167 2.116 -3.220
H 2.557 3.134 -2.772
H -1.189 4.665 -4.170
H -0.995 3.022 -3.712
H 1.482 4.027 -4.874
H 0.386 2.799 -5.572
H 0.162 4.482 -5.885
H 1.441 0.239 -3.219
H 3.679 0.126 -2.617
H 3.456 -0.511 -4.182
H 0.856 1.530 0.927
H 3.021 0.107 0.513
H 1.611 0.532 2.940
H 3.236 1.033 2.432
H 2.404 -1.630 3.605
H 3.541 -0.457 4.149
H 0.474 -1.313 3.043
H -0.627 -2.335 2.411
H -0.797 0.725 2.998
C 1.479 -2.055 7.076
O 1.678 -3.068 6.110
C 1.803 -4.375 6.631
C 0.468 -5.054 6.960
C -0.179 -4.552 8.247
N -0.496 -4.926 5.870
H 2.017 -2.268 8.004
H 0.416 -1.911 7.286
H 1.862 -1.122 6.660
H 2.295 -4.952 5.844
H 2.476 -4.383 7.498
H 0.680 -6.118 7.099
H -0.652 -3.579 8.117
H -0.955 -5.243 8.572
H 0.555 -4.470 9.052
H -0.113 -5.357 5.041
H -0.554 -3.940 5.629
C -3.724 2.865 0.130
O -4.536 2.086 -0.731
C -5.822 1.774 -0.235
C -6.864 2.888 -0.407
C -6.708 4.035 0.587
N -6.864 3.438 -1.767
H -3.889 2.627 1.184
H -3.882 3.933 -0.043
H -2.685 2.643 -0.112
H -6.154 0.911 -0.818
H -5.759 1.446 0.810
H -7.843 2.435 -0.229
H -5.886 4.698 0.323
H -7.614 4.640 0.605
H -6.535 3.659 1.597
H -7.078 2.695 -2.426
H -5.908 3.696 -1.992
C -2.884 10.749 -3.557
O -2.073 9.900 -2.769
C -2.763 8.880 -2.076
C -3.091 7.638 -2.917
C -4.261 7.837 -3.876
N -1.928 7.164 -3.670
H -3.863 10.913 -3.099
H -3.007 10.352 -4.567
H -2.374 11.709 -3.639
H -2.090 8.571 -1.273
H -3.665 9.286 -1.598
H -3.380 6.848 -2.215
H -3.977 8.416 -4.755
H -4.624 6.873 -4.232
H -5.094 8.347 -3.386
H -1.178 6.922 -3.018
H -1.558 7.959 -4.185
*
```

Results
**SMILES**: C#C[C@](CCOC(=O)CC)(O[C@@H](CC(=O)I)C(F)(F)C(F)(F)C(F)(F)C(F)(F)C(F)(F)C(F)(F)C(F)(F)C(F)(F)F)[C@H](NCCC(F)(F)C(F)(F)C(F)(F)C(F)(F)F)P(N)O.COC[C@@H](C)N.COC[C@@H](C)N.COC[C@@H](C)N
**Highest occupied orbital energy**: -8.392 eV

***

3.
2 unconnected molecules or ions with the total composition C5H12O, computed with ωB97M-V with the def2-TZVPD basis set.

```
! RIJCOSX wB97M-V def2-TZVPD def2/J DEFGRID3
* xyz 0 1
C 2.287 -0.339 -0.678
C 1.062 -0.823 -0.473
C -0.216 -0.058 -0.690
C -1.332 -0.437 0.286
C -2.623 0.326 0.003
H 2.444 0.686 -1.012
H 3.177 -0.947 -0.550
H 0.954 -1.860 -0.146
H -0.572 -0.255 -1.712
H -0.016 1.021 -0.642
H -1.518 -1.517 0.210
H -0.997 -0.248 1.314
H -2.943 0.184 -1.037
H -3.437 -0.008 0.655
H -2.486 1.402 0.163
O 2.138 0.960 2.169
H 2.028 0.216 1.559
H 2.174 1.719 1.573
*
```

Results
**Relative energy (zero: lowest compared OMol25 entry of this formula, charge and spin)**: 18.01 kcal per mole
**SMILES**: C=CCCC.O
**Highest occupied orbital energy**: -9.999 eV

***

We obtain total energy values of -601.04883; -5592.07318; -272.91996 hartree for the records listed above, in that order.